38
Properties=species:S:1:pos:R:3:lowdin_charge:R:1 method="wB97M-V/def2-TZVPD" total_energy_ev=-31372.3209 homo_ev="-15.510 / -15.624" charge=+2 e_above_lowest_kcal_mol=17.3 e_lumo_ev="-9.62 / -9.73" spin_multiplicity=1 orbital_gap_ev="5.895 / 5.894"
Pd -1.54613 0.57879 -0.09461 1.132
O -1.39962 2.54381 -0.58620 -0.068
C -0.39651 3.25205 -0.83250 -0.257
C -0.50486 4.67794 -0.72012 0.028
C 0.55336 5.46309 -1.01156 0.033
C 1.80447 4.91093 -1.50244 0.002
C 1.96470 3.58655 -1.66213 -0.009
C 0.90983 2.67202 -1.30544 -0.074
C 1.15326 1.34891 -1.43343 0.025
N 0.25835 0.34910 -1.06693 -0.046
N 0.70698 -0.82520 -1.16459 0.173
C -0.29478 -1.79383 -0.78108 -0.314
O -1.42797 -1.41339 -0.39184 -0.074
C 0.07279 -3.15073 -0.90097 -0.146
C 1.33659 -3.51370 -1.43278 0.022
C 1.66991 -4.84523 -1.53199 -0.024
C 0.76132 -5.81474 -1.11943 0.012
C -0.48308 -5.46948 -0.57699 -0.020
C -0.83685 -4.15065 -0.47548 0.024
H -1.45441 5.07678 -0.39251 0.140
H 0.46889 6.53581 -0.89484 0.137
H 2.61698 5.58273 -1.74171 0.132
H 2.89033 3.19039 -2.05730 0.135
H 2.10591 1.01743 -1.83119 0.152
H 2.02389 -2.75027 -1.76015 0.116
H 2.62797 -5.13702 -1.93741 0.126
H 1.01747 -6.86088 -1.22796 0.131
H -1.16190 -6.24279 -0.24691 0.127
H -1.80080 -3.86458 -0.08016 0.127
N -1.92400 -0.41458 2.83095 0.012
C -1.77146 -0.08357 4.12203 -0.041
C -1.24089 1.18658 4.16053 -0.019
C -1.10585 1.55982 2.82417 -0.115
N -1.51824 0.58132 2.02002 -0.116
H -2.30693 -1.26663 2.44905 0.165
H -2.04225 -0.76478 4.91104 0.140
H -0.99511 1.76558 5.03208 0.118
H -0.73135 2.48242 2.41079 0.115